1.
{
  "formula": "C4H9N2",
  "method": "the ωB97M-V functional and the def2-TZVPD basis",
  "species": ["C", "N", "H", "H", "H", "H", "C", "C", "C", "N", "H", "H", "H", "H", "H"],
  "positions_angstrom": [[-1.345, 2.321, -1.014], [-0.147, 2.070, -0.600], [-2.111, 1.558, -0.750], [-1.567, 3.194, -1.634], [0.580, 2.734, -0.853], [0.024, 1.099, -0.100], [1.096, -1.077, -0.111], [1.444, -2.348, 0.078], [-0.708, -0.865, 1.417], [0.186, -0.291, 0.669], [1.574, -0.402, -0.935], [1.055, -2.964, 0.876], [2.192, -2.824, -0.530], [-1.418, -0.253, 1.976], [-0.855, -1.951, 1.511]],
  "multiplicity": 1,
  "charge": 1,
  "e_above_lowest_kj_mol": 273.8,
  "largest_force_ev_per_a": 2.33
}


2.
{
  "formula": "C7H8BrNO",
  "method": "the ωB97M-V functional and the def2-TZVPD basis",
  "species": ["C", "C", "O", "C", "Br", "C", "C", "C", "C", "N", "H", "H", "H", "H", "H", "H", "H", "H"],
  "positions_angstrom": [[-1.593, 2.012, -0.536], [-0.793, 1.287, 0.532], [-0.293, 1.765, 1.446], [-0.773, -0.439, 0.402], [-2.650, -1.036, 0.812], [0.208, -1.014, 1.323], [1.464, -1.199, 0.956], [1.906, -0.791, -0.435], [0.639, -1.055, -1.349], [-0.508, -0.865, -0.989], [-1.036, 2.405, -1.316], [-2.067, 2.943, -0.202], [-2.394, 1.463, -0.893], [0.040, -1.311, 2.345], [2.129, -1.511, 1.729], [2.095, 0.206, -0.646], [2.744, -1.409, -0.837], [0.882, -1.447, -2.342]],
  "multiplicity": 1,
  "e_above_lowest_kj_mol": 145.5,
  "largest_force_ev_per_a": 5.62,
  "smiles": "CC(=O)[C@]1(Br)C=CCC=N1"
}


3.
{
  "formula": "C14H12BrCrF5IN3OS2Te",
  "method": "the ωB97M-V functional and the def2-TZVPD basis",
  "species": ["Cr", "C", "S", "C", "S", "N", "N", "C", "C", "C", "C", "C", "C", "N", "H", "H", "H", "H", "H", "H", "H", "H", "Br", "C", "C", "C", "C", "C", "C", "I", "H", "H", "H", "H", "F", "Te", "F", "F", "F", "F", "O"],
  "positions_angstrom": [[0.479, -0.162, -1.247], [4.834, 2.852, -3.082], [4.767, 1.258, -2.245], [3.088, 0.895, -2.351], [2.642, -0.676, -1.680], [2.247, 1.713, -2.900], [0.987, 1.179, -2.831], [0.110, 1.489, -3.696], [-1.137, 0.726, -3.578], [-2.209, 0.863, -4.435], [-3.305, 0.025, -4.268], [-3.289, -0.918, -3.257], [-2.182, -0.994, -2.426], [-1.130, -0.189, -2.585], [5.880, 3.151, -3.058], [4.225, 3.583, -2.558], [4.499, 2.753, -4.111], [0.295, 2.200, -4.494], [-2.180, 1.605, -5.221], [-4.158, 0.108, -4.928], [-4.118, -1.593, -3.102], [-2.116, -1.704, -1.614], [2.216, -0.208, 4.600], [0.380, -0.270, 4.910], [-0.099, -1.120, 5.883], [-1.467, -1.204, 6.109], [-2.383, -0.432, 5.374], [-1.931, 0.406, 4.397], [-0.541, 0.506, 4.140], [0.043, 1.575, 2.544], [0.590, -1.727, 6.452], [-1.833, -1.885, 6.866], [-3.442, -0.521, 5.569], [-2.618, 0.984, 3.797], [1.086, -3.302, 3.250], [0.621, -2.273, 1.751], [-1.079, -1.884, 2.679], [-0.344, -3.677, 1.041], [0.603, 1.273, -0.161], [2.100, -3.041, 0.806], [-0.130, -1.363, -0.342]],
  "multiplicity": 4,
  "charge": 1,
  "e_above_lowest_kj_mol": 200.7,
  "largest_force_ev_per_a": 0.44
}


4.
{
  "formula": "C2H8NOS2",
  "method": "the ωB97M-V functional and the def2-TZVPD basis",
  "species": ["C", "C", "N", "O", "S", "S", "H", "H", "H", "H", "H", "H", "H", "H"],
  "positions_angstrom": [[-1.317, 0.036, -0.559], [-0.413, -0.989, -0.017], [-0.455, -1.305, 1.249], [2.823, 1.167, -0.695], [-1.436, 1.504, 0.580], [2.371, -0.158, 0.559], [-1.028, 0.362, -1.554], [-2.319, -0.402, -0.606], [0.182, -1.599, -0.682], [3.092, 0.716, -1.521], [-0.943, -0.693, 1.899], [0.160, -2.005, 1.643], [2.045, 1.740, -0.846], [-2.762, 1.626, 0.550]],
  "multiplicity": 1,
  "charge": 1,
  "e_above_lowest_kj_mol": 276.7,
  "largest_force_ev_per_a": 1.63
}


5.
{
  "formula": "C48H41N3OP2RuS",
  "method": "the ωB97M-V functional and the def2-TZVPD basis",
  "species": ["Ru", "C", "P", "C", "C", "C", "C", "C", "C", "C", "C", "C", "C", "C", "C", "C", "C", "C", "C", "C", "P", "C", "C", "C", "C", "C", "C", "C", "C", "C", "C", "C", "C", "N", "H", "H", "H", "H", "H", "H", "H", "H", "H", "H", "H", "H", "H", "H", "H", "H", "H", "H", "H", "H", "H", "H", "H", "H", "H", "H", "C", "C", "N", "H", "H", "H", "C", "C", "O", "S", "C", "C", "C", "C", "C", "C", "C", "C", "H", "H", "H", "H", "H", "H", "H", "N", "C", "C", "C", "C", "C", "C", "H", "H", "H", "H", "H"],
  "positions_angstrom": [[0.292, -0.137, -0.422], [-2.656, 1.268, 0.651], [-1.624, 2.547, -0.268], [-0.287, 3.045, 0.849], [0.326, 2.111, 1.854], [1.141, 2.830, 2.888], [1.597, 4.088, 2.696], [1.205, 4.827, 1.553], [0.220, 4.310, 0.699], [-0.754, 1.505, -1.517], [-1.626, 1.003, -2.538], [-1.342, 1.084, -3.873], [-0.306, 1.974, -4.305], [0.570, 2.487, -3.421], [0.646, 1.896, -2.046], [-2.079, 0.130, 1.444], [-2.582, -0.391, 2.628], [-1.728, -1.459, 3.001], [-0.751, -1.537, 2.025], [0.495, -2.378, 1.951], [1.237, -2.275, 0.236], [3.053, -2.206, 0.441], [3.736, -2.013, 1.633], [5.122, -1.922, 1.649], [5.842, -2.045, 0.472], [5.168, -2.245, -0.727], [3.787, -2.314, -0.744], [1.105, -4.059, -0.244], [2.057, -5.008, 0.142], [1.931, -6.334, -0.239], [0.856, -6.744, -1.015], [-0.089, -5.812, -1.415], [0.039, -4.483, -1.038], [-0.981, -0.584, 1.078], [-3.303, 0.895, -0.155], [-3.301, 1.847, 1.315], [-0.442, 1.505, 2.339], [1.428, 2.263, 3.766], [2.256, 4.548, 3.424], [1.632, 5.805, 1.373], [-0.171, 4.936, -0.098], [-2.608, 0.651, -2.243], [-2.004, 0.631, -4.602], [-0.309, 2.312, -5.336], [1.234, 3.303, -3.680], [1.149, 2.583, -1.362], [-3.459, -0.046, 3.155], [-1.809, -2.079, 3.882], [0.299, -3.420, 2.202], [1.230, -1.990, 2.660], [3.198, -1.930, 2.567], [5.638, -1.748, 2.584], [6.922, -1.969, 0.485], [5.720, -2.349, -1.653], [3.265, -2.446, -1.685], [2.897, -4.707, 0.754], [2.679, -7.055, 0.068], [0.756, -7.783, -1.304], [-0.924, -6.119, -2.033], [-0.689, -3.757, -1.363], [-4.072, -1.986, -1.725], [-2.637, -1.844, -1.575], [-1.502, -1.712, -1.477], [-4.579, -1.492, -0.896], [-4.350, -3.039, -1.734], [-4.384, -1.525, -2.662], [6.274, 3.784, 6.264], [6.620, 4.031, 4.824], [6.317, 4.997, 4.195], [7.542, 2.633, 4.049], [6.131, 2.031, 3.149], [5.242, 1.141, 3.769], [4.077, 0.774, 3.143], [3.743, 1.296, 1.859], [4.690, 2.148, 1.225], [5.846, 2.518, 1.867], [2.499, 1.062, 1.307], [1.237, 1.115, 1.086], [5.800, 4.664, 6.700], [7.176, 3.523, 6.816], [5.587, 2.939, 6.317], [5.489, 0.745, 4.748], [3.371, 0.122, 3.641], [4.458, 2.527, 0.239], [6.546, 3.198, 1.400], [1.317, 0.544, -1.937], [1.882, -0.081, -3.030], [2.794, 0.560, -3.891], [3.303, -0.083, -5.005], [2.933, -1.388, -5.305], [2.084, -2.059, -4.434], [1.582, -1.430, -3.309], [3.121, 1.562, -3.653], [4.001, 0.439, -5.650], [3.301, -1.874, -6.200], [1.790, -3.081, -4.647], [0.903, -1.950, -2.647]],
  "multiplicity": 6,
  "charge": -1,
  "e_above_lowest_kj_mol": 196.1,
  "largest_force_ev_per_a": 0.86
}


6.
{
  "formula": "C2H4N2S2",
  "method": "the ωB97M-V functional and the def2-TZVPD basis",
  "species": ["H", "N", "C", "N", "C", "S", "S", "H", "H", "H"],
  "positions_angstrom": [[0.620, 0.297, 2.208], [0.932, -0.611, 1.877], [0.673, -0.721, 0.605], [1.019, -1.913, 0.042], [-0.165, 0.192, -0.208], [-1.202, -0.406, -1.339], [-0.066, 1.883, 0.171], [1.333, -2.643, 0.641], [0.605, -2.183, -0.819], [1.030, 1.741, 0.836]],
  "multiplicity": 1,
  "e_above_lowest_kj_mol": 107.2,
  "largest_force_ev_per_a": 3.03,
  "smiles": "[H]/N=C(/N)C(=S)S"
}


Please write out number 4 again, unchanged.
{
  "formula": "C2H8NOS2",
  "method": "the ωB97M-V functional and the def2-TZVPD basis",
  "species": ["C", "C", "N", "O", "S", "S", "H", "H", "H", "H", "H", "H", "H", "H"],
  "positions_angstrom": [[-1.317, 0.036, -0.559], [-0.413, -0.989, -0.017], [-0.455, -1.305, 1.249], [2.823, 1.167, -0.695], [-1.436, 1.504, 0.580], [2.371, -0.158, 0.559], [-1.028, 0.362, -1.554], [-2.319, -0.402, -0.606], [0.182, -1.599, -0.682], [3.092, 0.716, -1.521], [-0.943, -0.693, 1.899], [0.160, -2.005, 1.643], [2.045, 1.740, -0.846], [-2.762, 1.626, 0.550]],
  "multiplicity": 1,
  "charge": 1,
  "e_above_lowest_kj_mol": 276.7,
  "largest_force_ev_per_a": 1.63
}


> What is the formula in the fifth record?

C48H41N3OP2RuS